C25H30N5O11 | ωB97M-V/def2-TZVPD

```
71
Properties=species:S:1:pos:R:3:forces:R:3:mulliken_charge:R:1
C 1.243817 -0.091042 -0.637197 -3.0 0.9 -1.4 0.59
O 0.495817 -0.769042 0.096803 0.6 -1.4 2.1 -0.40
O 2.565817 0.055958 -0.300197 -0.6 -0.6 1.2 -0.63
O 0.742817 0.492958 -1.609197 1.6 0.9 -1.1 -0.74
H 2.465817 -0.422042 0.561803 1.2 0.1 -0.7 0.21
C -2.031183 -2.887042 -0.800197 0.6 -2.3 4.5 -0.55
C -1.522183 -3.544042 0.560803 -2.5 -1.4 -2.4 -0.15
C -2.523183 -4.336042 1.351803 -0.5 3.9 -4.3 -0.41
C -4.020183 -4.301042 0.902803 3.0 2.5 -3.2 0.18
C -4.447183 -3.660042 -0.522197 5.4 -1.0 5.2 -0.60
C -3.306183 -2.877042 -1.240197 -5.4 -2.6 2.6 -0.26
N -4.990183 -4.891042 1.839803 -3.6 -0.8 -4.7 0.82
O -6.250183 -4.793042 1.479803 3.7 0.4 1.6 -0.59
O -4.594183 -5.713042 2.600803 0.4 -0.1 1.8 -0.54
H -1.366183 -2.396042 -1.415197 1.8 1.3 -0.7 0.45
H -0.341183 -3.575042 0.722803 -3.0 0.3 -0.1 0.34
H -2.111183 -4.751042 2.238803 -0.5 -0.6 0.7 0.45
H -5.450183 -3.927042 -0.799197 -0.2 0.6 -0.4 0.44
H -3.817183 -2.214042 -1.928197 1.1 -0.1 -0.8 0.39
C 3.446817 -0.229042 -3.752197 3.5 2.1 -4.5 -0.39
C 3.965817 -0.874042 -5.024197 0.7 8.9 -0.5 -0.65
C 4.559817 0.119958 -6.219197 -0.9 -0.5 2.7 -0.29
C 4.703817 1.627958 -5.943197 -2.4 -2.3 3.3 0.14
C 4.193817 2.213958 -4.590197 -0.4 -6.9 -1.0 -0.55
C 3.614817 1.179958 -3.490197 1.3 2.6 -3.7 -0.02
N 5.192817 2.538958 -7.023197 0.3 2.1 0.7 0.88
O 5.158817 3.807958 -6.825197 -0.1 -3.8 -0.4 -0.57
O 5.655817 2.020958 -8.026197 -0.5 0.5 0.7 -0.56
H 3.183817 -0.847042 -2.976197 -1.1 -1.3 1.7 0.54
H 3.763817 -1.846042 -5.263197 -0.2 -2.4 -0.5 0.46
H 4.874817 -0.401042 -7.258197 -0.7 1.6 2.7 0.25
H 4.166817 3.248958 -4.364197 0.2 0.7 -0.1 0.42
H 3.290817 1.745958 -2.567197 0.2 -1.4 -1.0 0.29
C -4.609183 -0.104042 0.264803 4.5 3.3 -0.7 -0.64
C -3.095183 0.039958 0.424803 -3.3 3.7 -3.7 -0.52
C -2.456183 1.189958 -0.356197 -5.0 0.2 0.6 0.25
C -3.259183 2.362958 -1.001197 -3.9 -5.8 2.5 -0.07
C -4.841183 2.152958 -1.062197 7.5 -7.5 4.9 -0.76
C -5.389183 0.837958 -0.520197 7.8 3.1 1.5 -0.71
N -2.668183 3.520958 -1.561197 -0.9 3.6 -1.8 0.90
O -3.358183 4.200958 -2.424197 1.6 -2.4 2.2 -0.59
O -1.599183 3.958958 -1.142197 -0.8 -1.2 -0.3 -0.53
H -4.974183 -0.958042 0.772803 -0.9 -0.7 0.0 0.57
H -2.538183 -0.788042 0.854803 0.2 0.5 -0.1 0.49
H -1.464183 1.052958 -0.622197 2.3 0.3 -0.1 0.43
H -5.407183 2.672958 -1.630197 -3.6 4.0 -3.6 0.61
H -6.247183 0.436958 -0.751197 -5.1 -1.0 -1.3 0.53
C -0.660183 3.801958 3.642803 -4.0 -9.1 1.0 -0.15
O -1.405183 2.833958 4.243803 4.0 4.4 -2.0 -0.66
N 0.109817 3.552958 2.595803 1.7 -0.5 -0.6 0.19
C 0.425817 4.664958 1.712803 -1.9 0.0 -2.1 -0.91
C 0.690817 2.187958 2.224803 -0.5 1.3 -0.6 -0.95
H -0.909183 4.755958 3.812803 -0.5 3.8 0.8 0.50
H -0.535183 4.736958 0.917803 2.2 1.2 2.5 0.28
H 1.051817 4.276958 0.966803 1.4 -0.7 -0.8 0.31
H 1.050817 5.518958 2.127803 -1.7 -0.6 -0.2 0.34
H 1.377817 2.161958 1.346803 -1.3 0.7 0.1 0.22
H -0.002183 1.368958 2.209803 -0.8 0.0 -0.4 0.31
H 1.370817 1.945958 2.960803 1.4 -0.5 2.2 0.54
C 2.161817 -1.783042 2.719803 -1.4 -1.1 -6.7 0.15
O 2.947817 -2.269042 1.871803 0.7 0.4 2.1 -0.69
N 2.280817 -1.655042 3.990803 5.6 -2.5 4.0 0.17
C 1.291817 -1.410042 4.921803 -3.3 -2.3 4.6 -0.91
C 3.616817 -2.174042 4.560803 -2.0 -0.9 1.0 -1.28
H 1.270817 -1.504042 2.088803 -0.5 0.6 1.8 0.36
H 1.358817 -1.806042 6.159803 1.3 1.0 -3.5 0.24
H 0.407817 -2.150042 4.799803 0.6 2.2 -0.6 0.32
H 1.198817 -0.351042 5.044803 -1.3 0.5 0.0 0.36
H 3.888817 -3.226042 4.729803 -1.8 -0.5 -0.1 0.37
H 4.065817 -1.742042 5.417803 -0.9 1.3 1.3 0.47
H 4.334817 -2.023042 3.903803 3.0 1.3 -3.8 0.49
```
Positions in Å, forces in eV/Å.

The calculation puts the molar mass at 576.54 g mol⁻¹. The value obtained for the total energy is -2071.25795 Ha. The energy above the lowest of the compared OMol25 structures with the same formula, charge and spin is 561.7 kJ/mol. For the frontier orbital gap, the calculation gives 0.2199 hartree. Its charge is -1. Its max |F| is 11.65 eV/Å.